# 1
C4H8N2O2 | ωB97M-V/def2-TZVPD

```
16
Properties=species:S:1:pos:R:3:forces:R:3
C 0.545 1.377 -1.179 -0.169 -0.784 -1.492
C -0.189 -0.594 -0.256 -0.931 -3.375 -0.855
C 0.489 -0.778 0.858 0.200 1.480 0.951
C 0.440 0.123 2.085 -1.114 -3.664 4.613
H 1.413 0.809 -1.765 -2.788 0.631 0.291
H 0.002 2.220 -1.607 1.050 0.153 -0.627
H 1.105 1.645 -0.385 1.868 1.833 2.597
H -1.267 0.637 -1.187 -2.639 -0.007 -1.829
H -0.201 -2.481 -0.712 -0.770 0.501 -1.279
H -1.655 -1.773 -1.668 4.804 0.915 2.217
H 0.992 -1.660 1.070 0.756 -1.488 0.387
H -0.884 0.913 1.180 -1.100 1.038 2.892
N -0.587 0.655 -0.517 1.325 1.886 -0.541
N -0.473 -1.625 -1.252 -2.639 -0.785 0.529
O -0.812 0.904 2.266 4.270 -1.654 -4.398
O 1.081 -0.372 3.070 -2.122 3.320 -3.455
```
Positions in Å, forces in eV/Å.

SMILES string: CN/C(N)=C\C(=O)O
Molar mass (u): 116.12
E_tot (eV): -11349.160



# 2
C4H8N2O2 | ωB97M-V/def2-TZVPD

```
16
Properties=species:S:1:pos:R:3:forces:R:3
C 0.881 -1.234 1.717 4.246 -3.847 2.102
C 0.536 0.183 1.434 -2.684 -3.774 1.358
C -0.331 1.110 -1.572 -2.078 -6.322 -0.753
C -0.572 -0.255 -2.220 7.771 2.620 10.921
H 2.172 -1.374 2.392 -4.370 0.702 -1.476
H 0.077 -2.089 2.127 1.997 3.019 -0.940
H 1.300 -1.696 0.804 -0.680 0.279 -0.029
H -1.692 0.632 1.336 4.287 -2.407 -1.699
H 0.105 2.113 0.298 -3.100 -2.870 -2.480
H -0.879 -0.305 -3.060 -2.013 -0.628 -11.426
H 0.060 -0.906 -1.559 1.139 -0.175 -2.197
H -1.269 -0.662 -1.730 -6.772 -2.523 3.961
N -0.661 0.177 0.665 -5.709 0.687 0.515
N -0.646 1.171 -0.269 3.710 6.490 3.697
O 0.968 1.150 1.899 2.374 3.203 0.941
O -0.050 1.985 -2.262 1.883 5.547 -2.494
```
Positions in Å, forces in eV/Å.

Molar mass (u): 116.12
E_tot (eV): -11345.095



no.,orbital gap (eV),LUMO level (eV),HOMO energy (eV)
1,9.39,0.176,-9.2
2,9.20,-0.255,-9.5